106
Properties=species:S:1:pos:R:3 method="wB97M-V/def2-TZVPD" max_force_ha_per_bohr=0.2023 energy_ha=-5417.2125 gap_ev=7.11 homo_ha=-0.3203 lumo_ev=-1.6
C -2.22144 -3.08140 -6.13270
O 1.01870 -3.59816 -1.56744
F -0.72640 -0.25044 -6.91858
O -1.42042 -4.19628 8.51409
F -0.43917 6.62741 0.98973
F 0.49333 8.31938 0.02490
O 2.17929 3.05992 -2.85205
S 0.32154 -4.49720 -4.51250
H -1.51045 11.00454 2.89850
O 0.12462 9.73777 2.57513
F 1.73564 -5.47081 9.03395
H -2.89066 -7.68204 -0.99884
C 4.92817 5.72865 1.41024
H -6.43718 -3.69006 -4.18057
O 5.76772 6.83588 1.77838
F 1.26103 5.64211 -1.78503
H -2.34369 -5.63544 -4.15460
C -1.37552 -1.35021 -7.58172
H -1.40544 -4.18461 4.50503
H -3.17819 -1.24595 -0.11791
O -4.00918 -5.24922 -1.26562
F 0.51316 -4.44827 10.48982
H -2.93544 -1.18531 -6.28063
F 1.36510 7.47861 1.81821
F -0.52566 -3.21094 0.90744
H -4.16340 -5.32809 -5.25241
C -0.72552 10.27032 4.78523
C -1.19454 -5.50910 6.19584
F 8.31431 7.85020 2.84073
C -2.50071 -3.55887 -3.44753
H 4.19330 2.71438 -3.31152
H -1.16949 11.05844 5.39679
H 3.89347 0.21318 -3.43630
F 0.17280 -6.54229 10.07721
N -2.61516 -1.88642 -6.98554
H 3.37879 0.81877 -1.85149
H -1.91050 -1.69397 -4.47141
C 3.20921 2.26055 -3.45630
C 1.31471 4.45253 -1.14868
C -3.50426 -2.16018 -0.74685
O 5.81902 6.08285 3.90766
H 5.26047 4.80683 1.89543
H -2.22425 -5.41110 6.55038
F 6.63286 9.20424 2.70146
O -2.39605 -4.18421 -6.69636
C -0.52470 -4.99362 8.40267
P -2.07807 -2.65048 -1.84167
O -0.29171 -5.72456 7.29139
C -4.75519 -4.50045 -4.70587
C -0.86476 -4.56449 1.05505
F 0.11194 3.86843 -1.33796
C -0.48191 -5.37491 -3.04065
C 2.47233 3.59082 -1.64677
H 3.17074 6.96355 1.24889
H -4.17077 -2.33967 -4.27337
C 3.16416 0.84257 -2.92262
C -4.06055 -3.38691 -3.78181
H -3.78458 -2.98002 0.01208
H 2.16811 0.41316 -3.05772
H -4.74816 -3.33993 -2.85369
C -0.64969 8.75145 2.07460
H -4.12007 -5.84825 -0.48504
H -0.52967 -0.87627 -0.95511
H -1.15323 -6.40599 5.57324
H 2.83042 5.22747 1.37403
C 6.14340 6.88899 3.07325
F 7.20200 8.38358 4.61574
C 0.18820 7.79328 1.23123
F -0.48169 -4.88471 2.41110
H 0.07436 11.63107 3.33122
F 1.13066 -5.88028 0.86575
H 0.26971 -4.41011 5.05354
H 0.23850 9.98818 5.21597
H 3.32455 6.15884 2.79878
H -3.50352 -7.81232 -2.58659
F -0.73002 -6.89020 0.11813
F 1.39936 4.72717 0.16737
O -0.26273 -2.94999 -4.62958
C -0.55283 10.73686 3.35318
O 3.51881 3.43136 -1.07091
H -0.05968 -1.25567 -2.68823
N -6.08412 -4.46877 -4.76961
B -2.98697 -5.86254 -2.05984
H 3.01325 2.25504 -4.53100
H -0.33249 -6.49584 -3.30523
C 0.47327 -5.35872 9.49925
O 1.79021 -5.84041 -1.75154
O -1.83922 8.67046 2.24493
S 0.49910 -5.03602 -1.54775
C -0.76718 -4.30375 5.38193
H -1.57869 -0.26812 -2.36657
H -4.48315 -1.85029 -1.27088
F -2.28495 -4.73928 1.06721
H -1.36795 9.38796 4.83617
O -0.88521 -1.83108 -8.61275
C -1.70172 -2.82645 -4.63654
C 7.06859 8.08039 3.31058
H -0.82063 -3.38884 5.97705
C -2.03850 -5.09622 -3.16427
C -0.07654 -5.60304 0.12143
C -0.95384 -1.17079 -1.98583
H 5.04920 5.58619 0.33389
C 3.47660 6.03324 1.72376
O 1.82687 -4.36590 -4.35249
O 0.12456 -5.39043 -5.70124
N -2.79868 -7.36071 -1.97384

82
Properties=species:S:1:pos:R:3 method="wB97M-V/def2-TZVPD" max_force_ha_per_bohr=0.1078 multiplicity=5 energy_ha=-7610.4252 charge=+2 gap_ev="5.30 / 4.00" relative_energy_ev=2.415 homo_ha="-0.4310 / -0.5039" lumo_ev="-6.4 / -9.7"
C -12.89908 -19.56663 1.33793
C -15.81193 -10.78101 -0.28161
H -9.97692 -18.92118 -1.86086
N -13.10381 -14.30473 1.06142
C -15.49051 -12.41300 -2.18634
H -14.62507 -11.92338 2.89288
Si -14.45812 -14.94274 -4.39650
H -13.18018 -20.33548 2.02895
H -9.91679 -11.26442 1.93274
Cl -19.67550 -19.56415 -3.54825
C -16.48130 -10.05128 -2.55104
H -14.53061 -17.38884 -4.71123
C -11.95564 -13.63083 0.80025
Sb -13.66724 -16.36947 -0.22584
Si -11.11093 -16.86661 -1.05345
C -9.87560 -16.58218 0.32053
H -9.45648 -12.95380 1.38704
H -11.43674 -18.57133 -2.89880
C -15.96150 -11.04287 -1.67799
Si -13.93773 -18.03030 1.65032
H -12.49498 -17.68661 3.77289
H -8.91710 -16.26707 -0.09656
C -12.52343 -11.83051 2.31911
C -11.01900 -18.57483 -1.87363
Cl -20.36070 -16.42909 -3.06957
H -16.56395 -10.27006 -3.61283
O -15.63125 -9.91777 2.39601
H -16.39777 -18.17527 2.51171
C -16.43579 -16.61072 -2.42145
Br -15.45168 -14.65066 2.54062
H -16.37549 -17.86878 0.73594
H -9.71540 -17.46860 0.91195
C -18.77586 -17.03671 -2.89035
O -14.76397 -13.11623 -1.41562
C -17.78678 -16.17351 -2.40464
C -15.73471 -14.74871 -5.65247
O -15.93938 -12.71880 -3.30354
C -16.16701 -9.50877 0.14383
H -14.14026 -18.27818 4.16512
C -13.77746 -12.43376 2.43697
Cl -14.54311 -18.60416 -2.12854
H -10.20767 -15.74907 0.96158
O -16.95546 -8.20695 1.82252
Cl -18.17072 -14.58631 -1.75995
H -12.27271 -10.88105 2.77887
H -10.26927 -14.67637 -1.69735
H -16.62621 -15.31723 -5.42027
H -13.05258 -19.97592 0.33200
C -13.68935 -16.65959 -4.59449
C -11.61157 -12.50883 1.49886
C -13.95888 -13.72575 1.92750
N -16.23513 -9.21446 1.51227
Pd -15.13937 -15.17803 -2.02091
H -15.35559 -15.04741 -6.63903
C -17.12725 -18.87519 -2.98682
H -10.03485 -11.70595 0.26726
H -17.18975 -8.08630 -2.72973
H -11.84565 -14.91710 -2.50732
C -13.20170 -13.58698 -4.52952
H -12.95767 -16.85778 -3.78723
Cl -16.70209 -20.45895 -3.46978
C -13.56494 -17.59190 3.55319
H -10.41019 -15.73202 -3.10428
C -15.91209 -18.42487 1.54680
H -13.74923 -12.71787 -4.94490
C -10.92961 -15.41451 -2.20545
H -15.97788 -19.47223 1.31286
C -16.55726 -8.48545 -0.72373
H -15.23531 -11.45822 0.36975
H -13.83713 -16.54504 3.75279
H -12.35223 -13.84828 -5.19413
H -15.95342 -13.66513 -5.69865
C -10.19581 -12.08557 1.28840
H -12.88707 -13.23622 -3.55394
C -16.78776 -8.82793 -2.04592
C -18.45849 -18.42244 -3.11049
H -11.23068 -14.12821 0.16300
H -11.65535 -19.27761 -1.30970
C -16.13579 -17.94254 -2.57940
H -16.78517 -7.49861 -0.32396
H -11.83445 -19.31382 1.44486
H -13.18118 -16.52407 -5.53231

80
Properties=species:S:1:pos:R:3 method="wB97M-V/def2-TZVPD" max_force_ha_per_bohr=0.0465 energy_ha=-8513.7798 charge=-2 gap_ev=5.37 relative_energy_ev=1.345 homo_ha=-0.0569 lumo_ev=3.8
C -4.16681 -2.80873 2.32300
H -3.76809 3.67281 -0.24201
C -2.45822 -1.36257 4.14334
C 4.94552 -0.47446 -4.86749
H 0.26694 -0.64453 7.07952
H 3.30720 1.89175 -1.92949
C -1.22972 -0.65095 2.17953
C -2.55926 2.86829 -3.04152
H -0.29937 -1.86200 8.23508
S 2.58633 -2.68835 -2.03314
Y 0.39342 -0.16031 -0.61382
O -0.17385 -0.75010 -2.59274
C 6.15379 -1.05495 -5.23961
H -2.21625 0.16066 7.04720
C 7.26375 -0.92317 -4.41942
C -0.11557 -1.16277 4.32797
H 2.13758 5.27853 -7.08183
Br 1.60882 -0.64630 2.17492
C 5.94320 0.34744 -2.85349
C 2.57543 3.72043 -4.10029
C -0.07952 -0.82224 2.99158
O -0.44773 0.41280 -4.73005
H -5.10206 -3.05201 1.80844
O 0.58779 1.46915 -2.72227
C 2.83565 2.41808 -4.52966
H -3.60625 2.58488 -3.14668
S -0.09153 -2.96223 -0.11541
H -4.64368 0.62027 2.41526
S 0.37397 0.25410 -3.56084
H 2.12023 5.74773 -4.65073
H -3.52911 2.31307 0.87992
C -1.47250 -1.78799 6.42617
H 8.01637 -0.13211 -2.57032
H -3.40958 -1.64288 4.58499
S 2.95941 -0.79074 -1.18880
H 2.53817 3.93392 -3.03670
H 2.56641 2.97230 -7.88154
C -3.64290 2.59398 -0.16577
H -1.97388 2.41971 -3.84570
C -2.45274 -1.06203 2.78248
C -4.88238 -0.42795 2.61228
C -3.78648 -1.34320 2.05116
H 0.60193 -2.35452 6.79867
H -3.04094 -1.83505 0.05189
H -3.38556 -3.47498 1.95124
O -1.13683 -0.16252 0.97364
C 4.81978 0.24039 -3.67821
H 6.22145 -1.61774 -6.16309
C -1.33432 -1.39622 4.95580
Ge 3.13396 1.02357 -3.16417
C -1.93331 -3.24961 6.53184
H -5.01025 -0.54320 3.69108
C 2.33762 4.48346 -6.37214
C 2.82133 2.17170 -5.90435
H -2.91222 -3.38805 6.06772
H -4.77396 -1.48033 0.16457
S 1.80191 -3.75152 -0.47790
H -2.00478 -3.56197 7.58015
Te -1.87626 2.10614 -1.18992
H -1.23050 -3.90933 6.01891
H -4.30195 -3.01006 3.38876
C -3.77915 -1.19418 0.53017
C 2.33253 4.74626 -5.00866
F 1.15553 1.58878 0.03128
H -5.84193 -0.65225 2.13388
H 0.82058 -1.24957 4.86490
O 1.81891 -0.15198 -3.96975
C -2.50466 -0.89031 7.12293
H 2.98158 1.16744 -6.27653
H -3.49523 -0.99189 6.67727
H 5.86994 0.85930 -1.90018
H -4.49358 2.06435 -0.59412
H 4.08198 -0.60734 -5.50867
C 7.15578 -0.21951 -3.22362
C -0.14643 -1.65167 7.17209
H -2.58691 -1.15119 8.18386
H -2.45087 3.95010 -3.05184
H 8.20554 -1.38054 -4.69926
H -3.57430 -0.18383 0.20806
C 2.58107 3.19057 -6.81984